Record 1
Below is an isolated ion of composition C5H9ClN3OS and charge +1 at a distorted geometry, with properties calculated with ωB97M-V/def2-TZVPD.

Calculated values
- Relative energy (zero: lowest compared OMol25 entry of this formula, charge and spin): 152.7 kJ/mol
- Frontier orbital gap (alpha / beta): 4.72 / 7.44 eV
- E_HOMO (alpha / beta): -8.05 / -13.06 eV
- LUMO level (alpha / beta): -3.34 / -5.62 eV

ORCA input file:
```
! wB97M-V def2-TZVPD RIJCOSX def2/J DEFGRID3
* xyz 1 3
C 0.343 -2.652 -0.140
C 1.042 -1.716 0.388
C -1.290 1.818 -0.321
C -0.225 -0.358 -1.005
C 2.127 -1.760 1.432
N -2.372 2.609 -0.341
N -0.140 2.293 0.068
N -1.325 0.476 -0.650
O 0.774 -0.428 -0.054
S -0.871 -2.165 -1.354
Cl 3.850 -1.828 0.748
H 0.436 -3.676 0.105
H 0.302 0.004 -1.844
H 2.029 -2.605 1.955
H 2.119 -0.743 1.882
H -2.414 3.655 -0.128
H -3.262 2.188 -0.662
H 0.279 3.182 -0.066
H 0.730 1.667 0.353
H -2.132 0.038 -0.367
*
```


Record 2
Below is BF4Sn as an isolated structure at a distorted geometry, with properties calculated with ωB97M-V/def2-TZVPD.

Calculated values
- Relative energy (zero: lowest compared OMol25 entry of this formula, charge and spin): 582.0 kJ/mol
- Frontier orbital gap: 2.68 eV
- E_HOMO: -13.65 eV
- LUMO level: -10.98 eV

ORCA input file:
```
! wB97M-V def2-TZVPD RIJCOSX def2/J DEFGRID3
* xyz 1 1
Sn 2.923 -0.058 -2.889
B -0.604 0.020 0.561
F -0.922 -0.026 -0.712
F -1.740 -0.029 1.402
F 0.217 -1.042 0.746
F 0.127 1.135 0.892
*
```


Record 3
Below is a 5-piece molecular cluster, C13H24N2O3 overall at a distorted geometry, with properties calculated with ωB97M-V/def2-TZVPD.

Calculated values
- SMILES: CC(C)=O.CC(C)=O.CC(C)=O.CC#N.CC#N
- Relative energy (zero: lowest compared OMol25 entry of this formula, charge and spin): 381.2 kJ/mol
- Frontier orbital gap: 9.85 eV
- E_HOMO: -9.62 eV
- LUMO level: 0.22 eV

ORCA input file:
```
! wB97M-V def2-TZVPD RIJCOSX def2/J DEFGRID3
* xyz 0 1
C 0.850 -2.328 2.535
C 2.171 -3.033 2.362
C 3.149 -3.032 3.544
O 2.539 -3.577 1.331
H 0.106 -3.032 2.163
H 0.884 -1.456 1.882
H 0.646 -2.175 3.595
H 2.605 -2.902 4.479
H 3.860 -2.213 3.434
H 3.620 -4.011 3.639
C 1.917 2.124 -1.637
C 0.406 2.119 -1.412
C -0.503 1.008 -2.056
O -0.155 2.915 -0.747
H 2.160 2.101 -2.699
H 2.381 1.292 -1.107
H 2.393 3.021 -1.241
H -1.008 0.435 -1.278
H 0.023 0.278 -2.671
H -1.262 1.552 -2.618
C -2.233 -5.713 -3.685
C -3.566 -5.685 -4.289
C -4.546 -4.793 -3.652
O -3.879 -6.250 -5.319
H -2.269 -6.393 -2.834
H -1.931 -4.697 -3.429
H -1.606 -6.214 -4.422
H -5.538 -5.152 -3.928
H -4.350 -3.774 -3.983
H -4.361 -4.940 -2.588
C -1.774 2.672 4.387
C -0.416 2.164 4.614
N 0.601 1.708 4.738
H -2.184 2.504 3.391
H -1.611 3.737 4.550
H -2.473 2.231 5.098
C 2.615 7.789 -0.125
C 2.378 9.174 0.158
N 2.248 10.288 0.432
H 1.684 7.245 -0.291
H 3.179 7.319 0.680
H 3.252 7.694 -1.004
*
```


Record 4
Below is H9O5 as an isolated structure at a distorted geometry, with properties calculated with ωB97M-V/def2-TZVPD.

Calculated values
- Relative energy (zero: lowest compared OMol25 entry of this formula, charge and spin): 62.0 kJ/mol
- Frontier orbital gap: 9.47 eV
- E_HOMO: -5.30 eV
- LUMO level: 4.17 eV

ORCA input file:
```
! wB97M-V def2-TZVPD RIJCOSX def2/J DEFGRID3
* xyz -1 1
O 2.905 -1.226 -0.114
H 2.532 -1.712 0.631
O 0.381 -2.620 -0.548
H -0.161 -1.819 -0.530
H 1.263 -2.211 -0.437
O 0.936 0.270 0.547
H 1.128 1.115 0.960
H 2.293 -0.417 0.007
O -2.367 2.504 -1.224
H -3.320 2.394 -1.115
H -2.088 1.849 -0.494
O -1.420 0.731 0.412
H -1.717 0.902 1.305
H -0.367 0.239 0.600
*
```